This record from the Open Molecules 2025 dataset describes a 3-piece molecular cluster, C18H38N5O2P overall. The level of theory is ωB97M-V with the def2-TZVPD basis set.

Values from the calculation:
E_HOMO in eV: -8.606
Max |F| in eV/A: 0.829
Orbital gap in eV: 9.21
Energy in eV: -40114.86976

Bonds (Å) are listed after each position.
Atoms and positions in Å:
1 N 0.43 0.53 3.30  P2 1.570, H17 1.013
2 P 0.48 1.82 2.40  N1 1.570, C3 1.887, H18 1.410, H19 1.403
3 C 1.28 1.61 0.71  P2 1.887, C4 1.549, C8 1.535, O14 1.443
4 C 2.64 2.35 0.74  C3 1.549, C5 1.539, H20 1.094, H21 1.095
5 C 2.69 3.79 0.21  C4 1.539, C6 1.538, H22 1.094, H23 1.094
6 C 1.80 4.85 0.87  C5 1.538, N7 1.465, H24 1.096, H25 1.095
7 N 0.80 5.37 -0.07  C6 1.465, H26 1.011, H27 1.010
8 C 1.50 0.10 0.49  C3 1.535, C9 1.539, H28 1.090, H29 1.098
9 C 0.29 -0.69 -0.03  C8 1.539, C10 1.531, H30 1.095, H31 1.096
10 C -1.03 -0.58 0.74  C9 1.531, C11 1.546, H32 1.088, H33 1.093
11 C -2.20 -1.22 -0.04  C10 1.546, C12 1.525, H34 1.097, H35 1.093
12 C -3.49 -0.42 0.12  C11 1.525, N13 1.476, H36 1.096, H37 1.097
13 N -4.58 -0.94 -0.73  C12 1.476, H38 1.014, H39 1.014
14 O 0.36 2.19 -0.24  C3 1.443, C15 1.342
15 C 0.68 2.11 -1.54  O14 1.342, O16 1.201, H40 1.097
16 O 0.28 2.92 -2.34  C15 1.201
17 H 0.94 0.68 4.16  N1 1.013
18 H -0.76 2.40 2.07  P2 1.410
19 H 1.20 2.85 3.02  P2 1.403
20 H 3.38 1.76 0.19  C4 1.094
21 H 2.99 2.36 1.78  C4 1.095
22 H 3.74 4.10 0.31  C5 1.094
23 H 2.49 3.82 -0.87  C5 1.094
24 H 1.35 4.50 1.80  C6 1.096
25 H 2.43 5.70 1.15  C6 1.095
26 H 0.37 4.63 -0.61  N7 1.011
27 H 0.09 5.91 0.41  N7 1.010
28 H 1.89 -0.35 1.40  C8 1.090
29 H 2.30 -0.01 -0.25  C8 1.098
30 H 0.58 -1.75 -0.04  C9 1.095
31 H 0.08 -0.43 -1.08  C9 1.096
32 H -0.92 -1.12 1.68  C10 1.088
33 H -1.30 0.46 0.93  C10 1.093
34 H -1.96 -1.24 -1.11  C11 1.097
35 H -2.35 -2.25 0.27  C11 1.093
36 H -3.27 0.62 -0.16  C12 1.096
37 H -3.76 -0.40 1.18  C12 1.097
38 H -5.00 -0.16 -1.21  N13 1.014
39 H -5.31 -1.31 -0.13  N13 1.014
40 H 1.30 1.26 -1.84  C15 1.097
41 C -6.68 -3.17 -3.46  C42 1.524, H46 1.092, H47 1.090, H48 1.092
42 C -7.19 -4.50 -2.92  C41 1.524, C43 1.534, H49 1.091, H50 1.091
43 C -8.01 -4.34 -1.63  C42 1.534, C44 1.462, H51 1.090, H52 1.091
44 C -7.21 -3.72 -0.58  C43 1.462, N45 1.151
45 N -6.52 -3.25 0.21  C44 1.151
46 H -6.01 -2.68 -2.76  C41 1.092
47 H -6.13 -3.32 -4.39  C41 1.090
48 H -7.51 -2.49 -3.67  C41 1.092
49 H -6.34 -5.16 -2.73  C42 1.091
50 H -7.81 -4.99 -3.67  C42 1.091
51 H -8.36 -5.30 -1.28  C43 1.090
52 H -8.88 -3.71 -1.81  C43 1.091
53 C 7.35 -0.42 -0.42  C54 1.524, H58 1.091, H59 1.090, H60 1.092
54 C 7.77 -0.55 1.04  C53 1.524, C55 1.533, H61 1.091, H62 1.091
55 C 6.79 -1.38 1.87  C54 1.533, C56 1.463, H63 1.090, H64 1.091
56 C 5.45 -0.78 1.88  C55 1.463, N57 1.151
57 N 4.41 -0.29 1.88  C56 1.151
58 H 6.40 0.09 -0.51  C53 1.091
59 H 8.09 0.15 -0.98  C53 1.090
60 H 7.26 -1.40 -0.89  C53 1.092
61 H 7.86 0.44 1.49  C54 1.091
62 H 8.75 -1.02 1.10  C54 1.091
63 H 7.13 -1.47 2.90  C55 1.090
64 H 6.70 -2.39 1.46  C55 1.091

Results of the Löwdin charge analysis, in e, for atoms 1 through 8: N -0.27; P 0.81; C -0.52; C -0.18; C -0.17; C -0.28; N 0.00; C -0.20